C4H6OY | ωB97M-V/def2-TZVPD

- 2S+1 = 2
- LUMO (spin up / spin down) (eV) = -1.3 / -0.9
- HOMO-LUMO gap (spin up / spin down) (eV) = 4.449 / 6.997

Each line ends with the Löwdin charge.
Cartesian coordinates (Å):
1 O 0.198 -0.029 0.725  -0.3789
2 C -0.030 -1.166 1.332  -0.4381
3 C -1.061 -2.020 1.125  -0.0400
4 H 0.710 -1.442 2.107  0.0993
5 H -1.853 -1.791 0.405  0.0338
6 H -1.110 -2.957 1.680  0.0339
7 Y -0.292 0.769 -1.291  1.2300
8 C -0.389 -1.103 -2.878  -0.3427
9 C -0.905 -1.139 -4.122  -0.2207
10 H -0.049 -2.100 -2.536  -0.0105
11 H -1.329 -0.247 -4.605  0.0044
12 H -0.974 -2.055 -4.732  0.0295